13 unconnected molecules or ions with the total composition C57H81BF5NO21S3 in a non-equilibrium geometry. Source: OMol25; level of theory: wB97M-V/def2-TZVPD.

Last column: Mulliken charge in e.
Element x y z (Å)
1 S 6.3422 -0.5978 5.7471  0.473
2 S 1.6125 2.2235 -10.2303  0.522
3 S 8.8898 2.1825 -3.6105  0.555
4 F 0.6058 0.2544 5.8891  -0.304
5 F 4.0932 -7.8761 -1.6300  -0.297
6 F 0.9188 8.7333 1.7109  -0.298
7 F -10.3047 1.8142 4.5776  -0.298
8 F -6.8517 -4.7239 -3.7654  -0.315
9 O -2.2982 3.4065 -0.9160  -0.657
10 O -2.9917 0.6905 -0.1085  -0.703
11 O 10.5705 -1.4582 -7.8787  -0.323
12 O 2.4262 1.3375 -11.1178  -0.615
13 O 8.4343 -1.8049 -7.7795  -0.304
14 O 10.3723 2.3348 -3.4840  -0.630
15 O 0.8424 0.6385 -2.3310  -0.486
16 O -4.7147 2.0729 -8.3186  -0.592
17 O 9.8197 -3.2341 -6.6948  -0.604
18 O -4.1045 -3.4088 4.5633  -0.256
19 O 9.2561 -2.7820 0.1751  -0.261
20 O 1.4962 0.9793 -0.1413  -0.465
21 O 6.9872 -1.9526 6.2127  -0.636
22 O -0.2013 2.4982 -1.1933  -0.427
23 O 2.9879 0.5953 -3.2163  -0.677
24 O -3.8391 -0.0885 -8.4748  -0.305
25 O -0.7716 0.2734 -0.6354  -0.422
26 O 3.7463 1.0318 -0.3617  -0.683
27 O -3.1725 1.2051 -6.9301  -0.281
28 O 10.4091 -3.0462 2.0157  -0.279
29 O 9.7907 -4.8979 0.7610  -0.587
30 N -5.1870 -2.6965 7.2362  0.073
31 C -2.7970 9.8988 2.8989  -0.513
32 C -0.2732 9.1232 2.0799  0.450
33 C 0.6960 3.6973 7.0237  -0.409
34 C 5.3694 -0.9591 4.2243  -0.818
35 C -0.4682 3.5013 4.8955  -0.538
36 C -9.4644 -2.5132 -4.7565  -0.328
37 C -0.3895 10.1638 2.9915  -0.478
38 C -7.5304 -3.5582 -3.9586  0.502
39 C -1.3512 8.5167 1.5026  -0.528
40 C -4.7982 -1.2634 6.7164  -0.989
41 C -3.9707 1.1394 -7.9431  0.796
42 C 7.6966 0.2797 4.8752  -0.845
43 C 3.5962 -6.8397 -0.8790  0.322
44 C 3.0059 -5.7863 -1.6038  -0.272
45 C 2.1340 0.6808 -2.2786  0.514
46 C -9.8772 2.3599 0.9637  -0.434
47 C 2.6018 0.9863 -0.8371  0.656
48 C 9.7802 -3.6806 0.9827  0.753
49 C 2.3834 -4.7471 -0.9325  -0.505
50 C -11.8151 2.7411 2.9607  -0.289
51 C 7.2871 -2.6107 -7.5118  -0.684
52 C -6.5112 -3.1832 6.5326  -0.674
53 C 3.5727 -6.8367 0.5162  -0.383
54 C -7.7964 -1.2191 -3.5765  -0.445
55 C -11.1413 2.8326 0.6423  -0.347
56 C -9.5760 2.0561 2.2833  -0.345
57 C 8.3868 -3.1226 -0.8692  -0.641
58 C 8.2074 3.6377 -2.6974  -0.920
59 C -1.6502 10.5073 3.4767  -0.283
60 C 0.8725 2.3436 7.0585  -0.381
61 C -3.8938 -3.9343 3.2891  -0.856
62 C -10.5244 2.2402 3.2843  0.327
63 C -3.9788 -3.6822 7.0049  -0.525
64 C 0.4189 1.5621 5.9874  0.161
65 C 2.2184 1.9285 -8.4993  -0.918
66 C -3.9274 -4.3317 5.6091  -0.741
67 C 11.2795 -3.7699 2.8665  -0.735
68 C 11.8882 -1.6055 -7.4436  -0.699
69 C 3.0164 -5.7523 1.1742  -0.395
70 C -6.8429 -1.9664 9.2518  -1.334
71 C -8.9943 -1.2903 -4.2524  -0.479
72 C -7.0386 -2.3300 -3.4791  -0.487
73 C -12.1560 3.0238 1.6361  -0.466
74 C 8.3093 2.8312 -5.2505  -0.959
75 C -4.6845 -0.3649 -9.5862  -0.644
76 C 0.0085 4.2685 5.9404  -0.316
77 C -1.8561 1.0546 -0.4689  0.634
78 C -7.0518 -4.5807 7.0951  -1.076
79 C -0.2462 2.1144 4.9386  -0.273
80 C -1.4653 2.4625 -0.8254  0.613
81 C -8.7546 -3.6788 -4.5793  -0.426
82 C 2.3834 -4.7606 0.4218  -0.409
83 C 9.6194 -2.2431 -7.4190  0.853
84 C -2.9033 2.4755 -6.2095  -0.656
85 C -5.4982 -2.4110 8.8009  -0.468
86 C 2.5458 3.8567 -10.4115  -0.900
87 C -2.6322 8.9459 1.9447  -0.282
88 B 0.3389 1.1483 -1.0389  1.097
89 H 4.5355 -1.5585 4.5896  0.305
90 H -0.0816 5.3389 6.0519  0.351
91 H 2.0549 0.8798 -8.2509  0.316
92 H -2.0002 2.4376 -5.6003  0.268
93 H 7.2223 2.8522 -5.3279  0.345
94 H -1.7370 11.2360 4.2690  0.368
95 H 8.9057 -3.7513 -1.5928  0.300
96 H -3.4694 8.5323 1.4022  0.351
97 H -11.2488 3.1408 -0.3872  0.341
98 H -7.7188 -2.5786 9.0372  0.280
99 H -5.7014 -0.4133 -9.1968  0.298
100 H -1.2097 7.7698 0.7354  0.477
101 H 7.2256 -3.6478 -7.8416  0.301
102 H 12.1214 -0.9655 -6.5926  0.279
103 H -6.8426 -4.6733 8.1609  0.281
104 H -9.0484 2.1606 0.3006  0.388
105 H -13.1640 3.3630 1.4484  0.383
106 H 6.3157 -2.2040 -7.7932  0.279
107 H -7.3290 -2.4714 6.6453  0.512
108 H 10.9590 -3.8273 3.9068  0.301
109 H -4.1133 -4.4760 7.7397  0.335
110 H -6.2378 -3.2085 5.4777  0.571
111 H 8.0100 3.3189 -1.6739  0.311
112 H -0.6165 1.6158 4.0550  0.499
113 H 2.2505 4.1998 -11.4030  0.306
114 H 3.2959 2.0702 -8.4153  0.312
115 H -2.8122 -4.0093 3.1768  0.332
116 H -3.6702 2.7065 -5.4701  0.288
117 H -4.4890 -4.8378 3.1566  0.324
118 H -10.3890 -2.6029 -5.3074  0.347
119 H 3.1838 -5.7211 -2.6670  0.380
120 H 1.4420 1.8715 7.8453  0.403
121 H 7.4622 1.3237 4.6671  0.344
122 H -3.9741 -0.7976 7.2568  0.400
123 H 4.9291 -0.0380 3.8424  0.356
124 H -3.0716 -3.1270 7.2433  0.512
125 H -4.4606 -1.3929 5.6881  0.349
126 H 8.0607 -0.2651 4.0042  0.243
127 H -12.5641 2.8902 3.7244  0.368
128 H 8.9656 4.4182 -2.6335  0.328
129 H 2.0710 -3.8905 0.9802  0.375
130 H 4.0654 -7.6053 1.0930  0.380
131 H 7.2425 -2.7609 -6.4331  0.296
132 H 8.7404 3.8157 -5.4322  0.327
133 H 3.6117 3.6292 -10.4199  0.296
134 H -2.9835 -4.8474 5.4322  0.597
135 H 3.1261 -5.6320 2.2418  0.391
136 H -0.9613 3.9713 4.0574  0.437
137 H -4.3921 -1.3545 -9.9373  0.231
138 H 7.6327 -3.8229 -0.5101  0.302
139 H 1.7995 2.6756 -7.8252  0.352
140 H -9.0022 -4.7034 -4.8142  0.413
141 H 1.0666 4.2536 7.8720  0.372
142 H 8.5767 2.2292 -6.1189  0.323
143 H -8.0922 -4.8455 6.9063  0.361
144 H 12.1774 -2.6302 -7.2104  0.325
145 H -4.6420 -5.1543 5.5814  0.285
146 H 6.0288 -1.4732 3.5251  0.260
147 H -6.5197 -5.4120 6.6326  0.283
148 H 12.5834 -1.4733 -8.2726  0.280
149 H -5.2725 -3.3172 9.3630  0.389
150 H -2.6729 3.3114 -6.8700  0.302
151 H -6.8965 -1.8294 10.3319  0.426
152 H 2.1902 4.5173 -9.6207  0.331
153 H -4.6453 0.3195 -10.4337  0.294
154 H -4.6750 -1.7837 9.1427  0.531
155 H 7.2993 4.0999 -3.0844  0.325
156 H 11.8267 -4.6295 2.4796  0.324
157 H -6.0396 -2.3003 -3.0696  0.438
158 H 0.5425 10.5427 3.3840  0.377
159 H 8.0003 -2.2271 -1.3558  0.235
160 H 8.5424 0.3542 5.5587  0.322
161 H -9.5646 -0.3923 -4.4385  0.377
162 H 12.0893 -3.0504 2.9874  0.284
163 H -4.2661 -3.2688 2.5102  0.275
164 H -5.6893 -0.6366 6.6833  0.406
165 H -7.3046 -0.2917 -3.3228  0.402
166 H -3.7424 10.1728 3.3434  0.360
167 H -7.1605 -0.9362 9.0910  0.395
168 H -8.6101 1.6689 2.5724  0.371
169 H 2.0065 -3.9117 -1.5038  0.416

The HOMO-LUMO gap comes out at 7.45 eV. Its total energy is -151674.2795 eV.